This record from the OMol25 dataset describes 2 unconnected molecules or ions with the total composition C2HCl3OS in a non-equilibrium geometry. The level of theory is the ωB97M-V functional and the def2-TZVPD basis.

The geometry in ORCA input format:
```
! RIJCOSX wB97M-V def2-TZVPD def2/J DEFGRID3
* xyz 0 1
C -1.6594 1.0443 -0.4089
C 1.6779 -0.9069 0.5153
O -1.1738 1.3004 0.6435
S 1.0199 -2.0695 1.4021
Cl 2.1467 0.5631 1.2212
Cl 1.8815 -1.0488 -1.2022
Cl -1.8018 -0.5616 -0.9457
H -2.0910 1.6791 -1.2252
*
```

LUMO   -0.74 eV
HOMO energy   -9.4 eV
Energy above the lowest of the compared OMol25 structures with the same formula, charge and spin   4.4 kcal/mol
HOMO-LUMO gap   8.64 eV
F_max   1.7 eV Å⁻¹